Entry from the OMol25 dataset: a structure of composition C29H65MnO2P3 at a distorted geometry (ωB97M-V/def2-TZVPD).

Geometry as XYZ:
```
100
Properties=species:S:1:pos:R:3:forces:R:3:lowdin_spin:R:1
H -0.8773 2.5665 0.4564 0.05 0.12 -0.01 0.000
H 2.7719 3.5988 4.0856 -0.06 -0.25 -0.03 0.010
H 0.6515 -3.9033 -4.2614 -0.01 -0.04 0.26 0.001
H -1.2630 4.8111 -2.4737 -0.30 -0.22 0.00 0.000
H 1.5158 2.0810 -0.1546 -0.03 0.16 0.12 0.001
H 3.1069 -1.9554 4.8015 -0.01 0.40 -0.14 0.000
H -3.5725 -2.2025 -0.6720 -0.07 -0.19 -0.04 0.000
H 1.4166 -2.8837 -3.0320 0.01 -0.09 -0.18 0.000
H 0.7948 3.8261 -4.0875 0.16 0.07 0.21 0.000
H -0.8800 2.8137 -4.4142 0.11 -0.19 0.68 0.001
H -4.0861 -3.7734 -0.0387 0.19 0.14 -0.19 0.000
H -1.2878 -0.9903 3.7510 -0.14 0.16 0.11 0.001
Mn -0.4540 -0.4544 -1.4222 -1.19 -1.36 -5.08 2.077
H 0.3918 0.0328 -4.6071 -0.01 0.09 -0.11 0.000
H 3.6370 -0.2628 4.6070 -0.28 -0.31 -0.17 0.000
C 1.7177 2.9047 -0.8480 0.32 0.10 0.17 0.000
C -1.7165 2.8769 -1.5627 -0.60 -0.73 0.67 -0.022
P -0.4477 1.7011 -2.2993 0.55 3.95 -0.70 -0.033
C -1.6967 0.0262 3.8090 -0.26 -0.31 -0.12 0.003
C 2.9472 -1.0315 4.2227 0.11 -0.10 0.03 0.001
H -2.8427 -3.6989 1.9643 0.22 0.19 -0.12 -0.001
H -2.9514 4.5784 -1.9963 0.20 -0.19 0.00 -0.003
C 3.3974 1.6489 2.1737 0.08 0.23 -0.10 0.010
H -2.6048 2.2270 -1.4788 0.02 0.28 -0.05 0.000
H -1.9061 0.2635 4.8599 0.13 -0.11 -0.30 0.001
C 0.8705 -5.0046 0.0141 -0.34 -0.31 -0.03 -0.007
C 0.9627 -3.4768 -0.0766 0.66 0.78 0.04 -0.018
C 2.0759 1.9608 2.9135 0.05 -0.11 -1.46 0.067
C -3.3181 -3.2714 -0.6434 -0.04 -0.03 -0.17 -0.001
H 1.2589 -4.6304 -2.7599 -0.12 0.31 -0.14 0.000
C -1.3436 3.3502 -0.1545 -0.17 0.13 0.27 -0.001
H 2.2888 4.1935 -3.2375 -0.24 -0.13 0.10 0.000
H 0.8525 -1.5057 4.2159 0.18 0.20 0.04 0.003
C -0.8628 1.7504 -4.1270 -0.17 -1.05 -0.64 0.022
H -0.1581 -1.8969 -5.7053 -0.11 0.28 -0.26 0.000
C 0.7561 -3.7497 -3.1798 0.11 0.13 0.10 0.002
H -2.2755 0.0832 -4.2311 -0.05 0.19 -0.13 0.000
H -3.3767 -3.6836 -1.6544 -0.11 0.03 0.28 0.000
O -2.6179 0.1763 0.4726 5.28 -1.14 -4.26 0.048
H 3.2085 -1.2514 3.1757 0.03 0.05 0.31 0.002
C 1.3385 -2.8543 1.2739 0.32 -0.15 0.26 0.021
C -0.6280 -3.5193 -2.5509 0.12 0.43 -0.55 0.021
H -1.0983 -4.4978 -2.3582 0.02 0.35 0.20 0.003
H 0.4668 -5.4721 -0.8907 0.11 0.05 0.18 0.000
H 2.8114 3.0137 -0.8996 -0.31 0.00 -0.02 0.000
P 0.9715 0.4670 2.9295 0.03 1.79 3.12 0.536
C 1.2259 -0.3368 -0.8896 9.59 0.89 2.84 -0.023
H 3.2549 0.9282 1.3512 0.19 0.18 0.31 0.004
H 1.5058 2.6757 2.2887 0.13 -0.25 0.18 0.000
H -2.2587 3.6661 0.3697 0.26 -0.05 -0.19 -0.001
H -2.3286 -2.0434 1.5909 0.01 -0.30 0.10 0.000
H -2.3516 3.8060 -3.4620 -0.05 0.15 0.25 0.000
H 1.1953 -1.7666 1.2918 -0.05 -0.05 0.09 0.027
C -2.0784 4.0787 -2.4387 0.12 0.17 -0.46 -0.010
H 1.3204 3.8331 -0.4189 0.11 -0.36 -0.15 0.000
H 3.7679 2.5807 1.7213 0.06 -0.30 0.24 0.000
H 1.8546 1.9010 -2.7266 -0.05 0.17 0.00 0.000
H -0.0255 1.0522 -5.9987 0.08 0.00 0.26 0.001
H 0.1287 0.4068 5.7913 0.29 -0.10 0.07 0.002
H 1.8660 0.6673 6.1121 -0.25 -0.18 -0.20 0.001
H -0.6728 4.2200 -0.1866 -0.23 -0.35 0.01 0.000
H 0.7569 4.7678 -2.5759 0.15 -0.30 -0.12 0.000
C 1.1816 2.6375 -2.2569 0.43 -0.74 0.15 -0.003
H -1.7057 -4.5712 -0.0481 0.16 0.37 -0.13 -0.001
H -1.4326 -2.9599 -4.4887 -0.08 0.27 0.23 0.001
H 0.7800 -3.2904 2.1121 0.20 0.13 -0.30 0.000
O 2.3749 -0.2968 -0.5902 -6.67 -0.43 -1.91 0.050
C 1.1241 -0.0538 5.7490 -0.23 0.50 0.41 0.037
H -0.7919 2.4541 4.8605 0.01 0.00 -0.34 0.001
H -3.0204 1.6244 -3.7442 0.10 -0.09 -0.24 0.000
C -2.2560 1.1705 -4.3888 -0.09 -0.08 0.08 0.002
H 0.2619 -5.3305 0.8671 0.11 0.13 -0.18 0.000
H -0.3688 3.2411 3.3063 -0.12 -0.17 0.18 0.001
C 2.3273 2.6102 4.2730 -0.13 0.02 0.53 0.035
C -1.9569 -3.4986 0.0178 -0.49 0.38 0.28 -0.009
H 1.7728 -3.2273 -0.7796 -0.17 -0.06 0.06 0.000
C -0.9804 2.4625 3.7780 0.14 0.45 0.16 0.026
C -2.0488 -3.1021 1.4918 0.10 0.12 0.23 -0.001
H 1.8793 -5.4153 0.1627 -0.20 0.22 -0.03 -0.003
H -2.5406 1.3608 -5.4342 0.06 -0.08 0.30 0.001
H -1.1271 -3.2751 2.0545 -0.29 0.00 -0.13 0.000
C 0.2435 1.0698 -4.9339 0.28 0.05 0.17 0.002
H -2.0305 2.7589 3.6389 0.22 -0.21 0.02 0.005
H -0.5644 -1.2770 -5.8122 0.17 -0.44 -0.14 0.000
H -2.6153 -2.8046 -3.1747 0.32 0.18 -0.10 0.000
H 1.2090 1.5835 -4.8346 -0.29 -0.07 -0.14 0.000
C -1.5576 -2.6822 -3.4374 -0.34 -0.44 0.18 0.008
C 1.4728 -0.6021 4.3651 0.04 -1.23 -0.87 0.069
C 1.2332 3.9228 -3.0894 -0.09 0.27 -0.26 -0.001
H 3.0439 2.0365 4.8771 -0.27 0.17 -0.22 0.000
H 1.1162 -0.8918 6.4619 0.02 0.12 -0.30 0.008
C -0.7836 1.0764 3.1612 -0.05 -0.58 -0.78 0.076
H -2.6573 0.0195 3.2739 0.16 0.01 0.32 0.000
H 4.1597 1.2695 2.8713 -0.27 0.08 -0.39 0.000
H -1.1000 1.1515 2.1079 0.01 0.20 0.12 0.011
H -1.3310 -1.5958 -3.3435 0.12 0.30 -0.25 0.003
P -0.5313 -2.6783 -0.8766 -0.29 -3.79 1.45 -0.032
H 2.4072 -3.0318 1.4691 -0.32 -0.01 -0.06 0.000
C -1.7005 -0.0597 -0.2428 -7.46 1.59 6.60 -0.030
H 1.4078 2.7767 4.8474 0.37 -0.06 -0.09 0.001
```
Positions in Å, forces in eV/Å.

Summary:
Energy above the lowest of the compared OMol25 structures with the same formula, charge and spin (kJ/mol): 93.0
Orbital gap (spin up / spin down) (eV): 3.665 / 4.263
Energy (eV): -94361.823
Charge: +4
Expectation value of S²: 3.887
2S+1: 4